Record 1
DFT (ωB97M-V with the def2-TZVPD basis set) results for C2H4N2OS as an isolated structure.

```
10
Properties=species:S:1:pos:R:3
C 0.18 -0.79 1.10
C 0.39 2.14 -1.41
H -1.05 -3.38 0.02
H 0.21 -0.85 2.51
H -0.52 2.51 -1.92
H 1.39 2.75 -1.22
N -0.56 -1.53 0.26
N -0.01 1.17 -0.86
O -1.03 -2.51 1.22
S 1.01 0.49 0.31
```

Values from the calculation:
Relative energy (zero: lowest compared OMol25 entry of this formula, charge and spin), eV: 9.293
HOMO energy, eV: -8.58
Multiplicity: 1

Partial charges, Löwdin, in e: C -0.5508; C -0.2430; H 0.3242; H 0.2115; H 0.0851; H 0.1133; N -0.1518; N -0.3689; O -0.2683; S 0.8486


Record 2
DFT (ωB97M-V with the def2-TZVPD basis set) results for one molecule with the formula C2H4N2OS.

```
10
Properties=species:S:1:pos:R:3
N -0.29 -1.65 -0.39
C 0.45 -0.64 0.03
O 1.58 -0.69 0.49
C -0.34 0.64 0.09
N 0.48 1.71 0.13
S -1.97 0.64 0.09
H -1.27 -1.39 -0.28
H -0.09 -2.57 -0.50
H 1.45 1.39 0.13
H -0.01 2.58 0.22
```

Values from the calculation:
Relative energy (zero: lowest compared OMol25 entry of this formula, charge and spin), eV: 0.599
HOMO energy, eV: -9.01
SMILES: NC(=O)C(N)=S
Multiplicity: 1

Partial charges, Löwdin, in e: N 0.1669; C -0.5718; O 0.0507; C -0.7936; N 0.1187; S 0.7084; H 0.0129; H 0.0853; H 0.1178; H 0.1046


Record 3
DFT (ωB97M-V with the def2-TZVPD basis set) results for one molecule with the formula C2H4N2OS.

```
10
Properties=species:S:1:pos:R:3
H 0.85 1.44 1.64
N 1.65 0.89 1.31
C 1.19 0.05 0.46
N -0.05 -0.12 -0.11
S -0.10 -1.01 -1.55
C -1.21 0.50 0.35
O -1.24 1.11 1.40
H 1.94 -0.61 0.04
H -0.21 -2.28 -1.02
H -2.13 0.21 -0.25
```

Values from the calculation:
Relative energy (zero: lowest compared OMol25 entry of this formula, charge and spin), eV: 1.899
HOMO energy, eV: -10.22
SMILES: [H]/N=C\N(S)C=O
Multiplicity: 1

Partial charges, Löwdin, in e: H 0.0360; N 0.1238; C -0.3549; N -0.4742; S 0.8297; C -0.3288; O 0.0467; H 0.0879; H -0.0970; H 0.1308


Record 4
DFT (ωB97M-V with the def2-TZVPD basis set) results for C2H4N2OS as an isolated structure.

```
10
Properties=species:S:1:pos:R:3
C 0.71 -1.34 -0.11
C -1.68 1.05 0.14
H 2.66 0.95 0.38
H 1.24 -2.28 -0.13
H -1.73 0.60 1.34
H -2.21 1.92 -0.12
N 1.10 0.09 -0.24
N -1.37 0.24 -0.91
O 2.44 0.08 -0.24
S -1.15 -1.31 -0.11
```

Values from the calculation:
Relative energy (zero: lowest compared OMol25 entry of this formula, charge and spin), eV: 7.125
HOMO energy, eV: -8.28
Multiplicity: 1

Partial charges, Löwdin, in e: C -0.3010; C -0.1794; H 0.1868; H 0.0532; H 0.1166; H 0.0223; N -0.1309; N -0.3502; O -0.1707; S 0.7531


Record 5
DFT (ωB97M-V with the def2-TZVPD basis set) results for one molecule with the formula C2H4N2OS2.

```
11
Properties=species:S:1:pos:R:3
N 0.24 -0.73 -1.16
C 1.37 -0.60 -0.23
S 3.05 -1.24 -0.42
O 1.00 0.02 1.09
N -0.47 0.17 1.25
C -1.07 1.21 0.49
S -2.55 1.91 0.44
H -0.77 -0.65 -0.68
H 0.24 -1.06 -2.39
H -0.59 -0.62 2.05
H -0.45 1.59 -0.44
```

Values from the calculation:
Relative energy (zero: lowest compared OMol25 entry of this formula, charge and spin), eV: 5.890
HOMO energy, eV: -8.92
SMILES: NC(=S)ONC=S
Multiplicity: 1

Partial charges, Löwdin, in e: N -0.0292; C -0.7317; S 0.4715; O -0.1649; N -0.0757; C -0.7691; S 0.6047; H 0.1056; H 0.2579; H 0.2386; H 0.0924


Record 6
DFT (ωB97M-V with the def2-TZVPD basis set) results for one molecule with the formula C2H4N2S.

```
9
Properties=species:S:1:pos:R:3
C 1.06 1.17 -1.31
C -0.85 -0.82 0.95
N 0.55 0.22 -0.66
N 0.35 -0.35 0.40
S -0.90 -2.44 1.82
H 1.29 2.13 -0.85
H 1.26 1.03 -2.36
H -1.08 -0.13 1.77
H -1.68 -0.81 0.23
```

Values from the calculation:
Relative energy (zero: lowest compared OMol25 entry of this formula, charge and spin), eV: 4.362
HOMO energy (alpha / beta), eV: -9.28 / -7.42
Multiplicity: 1

Partial charges, Löwdin, in e: C -0.0121; C -0.6760; N -0.0844; N -0.0515; S 0.5678; H 0.0647; H 0.0585; H 0.0655; H 0.0675


Record 7
DFT (ωB97M-V with the def2-TZVPD basis set) results for one molecule with the formula C2H4N2S.

```
9
Properties=species:S:1:pos:R:3
C -1.49 0.60 0.91
N -0.60 0.81 0.03
N 0.09 -0.12 -0.63
C 1.49 -0.34 -0.72
S 0.50 -1.69 0.00
H -2.09 1.41 1.18
H -1.94 -0.37 1.17
H 1.77 -0.64 -1.71
H 2.29 0.33 -0.22
```

Values from the calculation:
Relative energy (zero: lowest compared OMol25 entry of this formula, charge and spin), eV: 3.042
HOMO energy, eV: -8.64
SMILES: C=NN1CS1
Multiplicity: 1

Partial charges, Löwdin, in e: C -0.0573; N -0.0744; N -0.4921; C -0.4266; S 0.7789; H 0.0352; H 0.0694; H 0.0450; H 0.1218


Record 8
DFT (ωB97M-V with the def2-TZVPD basis set) results for a 2-piece molecular cluster, C2H4N2S overall.

```
9
Properties=species:S:1:pos:R:3
C 0.83 -0.45 -1.80
C 0.11 -0.33 -0.59
N 1.36 -0.42 -2.86
N 0.21 0.85 0.12
S -1.16 -1.47 -0.23
H 1.63 -1.54 -0.32
H -0.47 1.06 0.73
H 0.91 1.50 -0.26
H -1.46 -0.83 0.84
```

Values from the calculation:
Relative energy (zero: lowest compared OMol25 entry of this formula, charge and spin), eV: 4.059
HOMO energy (alpha / beta), eV: -8.41 / -7.80
Multiplicity: 1

Partial charges, Löwdin, in e: C -0.4004; C -0.7951; N 0.1260; N 0.0850; S 0.8404; H 0.1454; H 0.0305; H 0.1360; H -0.1679


Record 9
DFT (ωB97M-V with the def2-TZVPD basis set) results for one molecule with the formula C2H4N2S.

```
9
Properties=species:S:1:pos:R:3
N 2.39 0.60 -0.25
C 1.33 0.39 0.11
C -0.23 0.01 0.54
N -1.19 0.93 -0.03
S -0.23 -1.83 -0.04
H -0.15 -0.22 1.65
H -1.94 0.37 -0.47
H -0.83 1.54 -0.73
H 0.87 -1.79 -0.79
```

Values from the calculation:
Relative energy (zero: lowest compared OMol25 entry of this formula, charge and spin), eV: 1.196
HOMO energy, eV: -9.99
SMILES: N#C[C@@H](N)S
Multiplicity: 1

Partial charges, Löwdin, in e: N 0.1113; C -0.2522; C -0.5928; N -0.0038; S 0.6739; H 0.0850; H 0.0742; H 0.0654; H -0.1611


Record 10
DFT (ωB97M-V with the def2-TZVPD basis set) results for one molecule with the formula C2H4N2S2.

```
10
Properties=species:S:1:pos:R:3
H -2.30 -1.61 -1.03
N -2.61 -0.59 -0.79
C -1.62 -0.06 0.01
N -1.49 1.38 0.11
S -0.18 -0.76 0.62
C 0.96 0.59 0.00
S 2.58 -0.01 -0.32
H -1.52 1.70 1.23
H -2.33 1.73 -0.44
H 0.36 1.78 0.12
```

Values from the calculation:
Relative energy (zero: lowest compared OMol25 entry of this formula, charge and spin), eV: 4.148
HOMO energy, eV: -8.88
SMILES: [H]/N=C(/N)SC=S
Multiplicity: 1

Partial charges, Löwdin, in e: H 0.0628; N 0.0362; C -0.8506; N -0.1030; S 0.8274; C -0.8719; S 0.4736; H 0.1823; H 0.1087; H 0.1344


Record 11
DFT (ωB97M-V with the def2-TZVPD basis set) results for one molecule with the formula C2H4N2S2.

```
10
Properties=species:S:1:pos:R:3
H -1.54 -1.81 0.22
N -0.49 -1.64 -0.36
C -0.54 -0.38 -0.28
N -1.51 0.66 -0.14
C 0.82 0.24 -0.33
S 1.23 1.78 -0.21
S 2.25 -0.87 -0.03
H -1.23 1.57 0.52
H -2.18 0.42 0.79
H 3.19 0.01 -0.17
```

Values from the calculation:
Relative energy (zero: lowest compared OMol25 entry of this formula, charge and spin), eV: 3.749
HOMO energy, eV: -8.77
SMILES: [H]/N=C(\N)C(=S)S
Multiplicity: 1

Partial charges, Löwdin, in e: H 0.1636; N 0.1093; C -0.6739; N 0.0008; C -1.0672; S 0.6771; S 0.7067; H 0.1109; H 0.1560; H -0.1833


Record 12
DFT (ωB97M-V with the def2-TZVPD basis set) results for one molecule with the formula C2H4N2S2.

```
10
Properties=species:S:1:pos:R:3
C 1.05 -0.90 -1.82
N 0.43 -0.54 -0.78
S 0.01 1.09 -0.67
C -0.74 1.04 0.92
N -0.71 -0.09 1.64
S -1.35 2.51 1.41
H 1.15 -0.28 -2.69
H 1.46 -1.93 -1.80
H -0.33 -0.89 1.19
H -0.97 -0.02 2.60
```

Values from the calculation:
Relative energy (zero: lowest compared OMol25 entry of this formula, charge and spin), eV: 1.275
HOMO energy, eV: -8.51
SMILES: C=NSC(N)=S
Multiplicity: 1

Partial charges, Löwdin, in e: C -0.1473; N -0.3822; S 0.8956; C -1.2381; N 0.0422; S 0.5273; H 0.0611; H 0.0798; H 0.0623; H 0.0994


Record 13
DFT (ωB97M-V with the def2-TZVPD basis set) results for one molecule with the formula C2H4N2S2.

```
10
Properties=species:S:1:pos:R:3
S 1.68 2.06 1.96
C 1.07 0.62 1.48
N 0.56 0.50 0.22
C -0.27 -0.57 -0.25
N -0.77 -0.62 -1.44
S -1.77 -1.95 -1.88
H 0.95 -0.21 2.19
H 0.59 1.38 -0.39
H -0.69 -1.23 0.55
H -2.63 -1.21 -2.58
```

Values from the calculation:
Relative energy (zero: lowest compared OMol25 entry of this formula, charge and spin), eV: 1.801
HOMO energy, eV: -8.77
SMILES: S=CN/C=N/S
Multiplicity: 1

Partial charges, Löwdin, in e: S 0.6020; C -0.7175; N -0.0641; C -0.3078; N -0.3922; S 0.6873; H 0.0715; H 0.1546; H 0.1221; H -0.1559


Record 14
DFT (ωB97M-V with the def2-TZVPD basis set) results for one molecule with the formula C2H4N2S2.

```
10
Properties=species:S:1:pos:R:3
N -1.51 -0.78 -0.78
C -0.71 -0.33 0.27
S -0.75 -0.88 1.91
C 0.58 0.37 -0.25
N 1.53 0.51 0.66
S 0.82 0.97 -1.83
H -2.40 -1.29 -0.67
H -1.34 -0.20 -1.68
H 2.28 1.20 0.21
H 1.08 0.49 1.64
```

Values from the calculation:
Relative energy (zero: lowest compared OMol25 entry of this formula, charge and spin), eV: 1.161
HOMO energy, eV: -8.78
SMILES: NC(=S)C(N)=S
Multiplicity: 1

Partial charges, Löwdin, in e: N 0.0475; C -0.7595; S 0.6034; C -0.8803; N 0.0018; S 0.5869; H 0.1139; H 0.0765; H 0.1486; H 0.0613


Record 15
DFT (ωB97M-V with the def2-TZVPD basis set) results for one molecule with the formula C2H4N2S2.

```
10
Properties=species:S:1:pos:R:3
C 0.23 0.74 -0.74
C -0.77 -0.18 0.14
N 1.32 0.20 -1.08
N -0.05 -0.95 1.03
S -0.53 2.18 -1.07
S -0.04 -1.00 2.67
H -1.43 0.64 0.55
H -1.27 -1.01 -0.55
H 1.81 0.87 -1.68
H 0.72 -1.48 0.74
```

Values from the calculation:
Relative energy (zero: lowest compared OMol25 entry of this formula, charge and spin), eV: 4.362
HOMO energy, eV: -8.11
Multiplicity: 1

Partial charges, Löwdin, in e: C -0.9951; C -0.3117; N 0.0351; N -0.4666; S 0.6044; S 0.7739; H 0.0768; H 0.1899; H 0.0478; H 0.0454


Record 16
DFT (ωB97M-V with the def2-TZVPD basis set) results for C2H4N2S3 as an isolated structure.

```
11
Properties=species:S:1:pos:R:3
C 0.60 -1.26 0.51
C -0.68 0.50 0.01
N 0.34 1.33 -0.42
N 1.48 0.96 -0.62
S 2.04 -0.50 -0.19
S -1.71 -0.09 -1.33
S -1.67 1.16 1.16
H 0.94 -1.65 1.50
H 0.11 -2.00 0.02
H -0.62 -0.50 -2.21
H -0.84 2.06 1.58
```

Values from the calculation:
Relative energy (zero: lowest compared OMol25 entry of this formula, charge and spin), eV: 3.880
HOMO energy, eV: -8.80
Multiplicity: 1

Partial charges, Löwdin, in e: C -0.3875; C -1.2236; N -0.1822; N -0.3883; S 0.8402; S 0.7054; S 0.8098; H 0.0287; H -0.0402; H -0.0433; H -0.1190


Record 17
DFT (ωB97M-V with the def2-TZVPD basis set) results for a 2-piece molecular cluster, C2H4N2S3 overall.

```
11
Properties=species:S:1:pos:R:3
C -3.00 -2.23 -0.41
C -0.93 -0.80 -0.82
N -3.46 -0.38 -1.81
N -3.54 -1.47 -1.22
S -1.73 0.21 -1.83
S 0.49 -0.47 0.01
S 1.52 3.27 -0.39
H -3.22 -3.20 0.01
H 2.54 3.00 -1.34
H 0.45 -1.48 0.94
H 1.20 2.08 0.11
```

Values from the calculation:
Relative energy (zero: lowest compared OMol25 entry of this formula, charge and spin), eV: 5.484
HOMO energy (alpha / beta), eV: -8.37 / -8.38
Multiplicity: 1

Partial charges, Löwdin, in e: C 0.0668; C -0.9520; N -0.3009; N -0.2605; S 0.8482; S 0.6926; S 0.4381; H 0.0577; H -0.1611; H -0.1061; H -0.3229


Record 18
DFT (ωB97M-V with the def2-TZVPD basis set) results for C2H4N2S4 as an isolated structure.

```
12
Properties=species:S:1:pos:R:3
C 0.55 0.33 0.03
C -1.50 -0.89 -0.59
H 1.82 1.30 1.81
H -0.24 -1.08 1.34
H 0.74 1.20 -1.98
H -2.41 -0.92 -1.24
N 0.59 -0.41 1.08
N -0.58 -0.03 -0.85
S 1.58 -0.02 2.34
S 1.86 1.44 -0.40
S -0.69 0.92 -2.37
S -1.73 -1.84 0.82
```

Values from the calculation:
Relative energy (zero: lowest compared OMol25 entry of this formula, charge and spin), eV: 1.820
HOMO energy, eV: -8.88
Multiplicity: 1

Partial charges, Löwdin, in e: C -0.8001; C -0.6350; H -0.1292; H -0.1090; H -0.1785; H 0.0742; N -0.5048; N -0.4819; S 0.7615; S 0.6063; S 0.7092; S 0.6873


Record 19
DFT (ωB97M-V with the def2-TZVPD basis set) results for one molecule with the formula C2H4N2S4.

```
12
Properties=species:S:1:pos:R:3
C -2.32 0.40 -0.07
C 0.64 0.59 0.15
N -1.33 -0.56 -0.28
N -0.02 -0.30 -0.65
S -3.91 0.00 0.01
S -1.75 2.03 0.19
S 1.95 1.42 -0.67
S 0.85 0.15 1.80
H -1.69 -1.45 -0.01
H -0.15 -0.07 -1.64
H 2.44 2.11 0.39
H 0.28 -1.06 1.69
```

Values from the calculation:
Relative energy (zero: lowest compared OMol25 entry of this formula, charge and spin), eV: 2.226
HOMO energy (alpha / beta), eV: -7.63 / -7.63
Multiplicity: 1

Partial charges, Löwdin, in e: C -1.3597; C -1.1291; N -0.1528; N -0.1296; S 0.5266; S 0.5571; S 0.7968; S 0.8204; H 0.1013; H 0.1517; H -0.0893; H -0.0935


Record 20
DFT (ωB97M-V with the def2-TZVPD basis set) results for an isolated ion of composition C2H4N3 and charge +1.

```
9
Properties=species:S:1:pos:R:3
N -0.47 0.52 0.50
C 0.54 -0.23 0.10
N 1.24 -0.04 -1.10
C 0.51 -1.11 -1.41
N 0.42 -1.60 -0.16
H -0.82 0.11 1.36
H -0.19 1.48 0.24
H 1.69 0.58 -1.69
H -0.21 -2.29 0.10
```

Values from the calculation:
Relative energy (zero: lowest compared OMol25 entry of this formula, charge and spin), eV: 3.638
HOMO energy, eV: -15.38
SMILES: N[C@@]12NC1=[NH+]2
Net charge: +1
Multiplicity: 1

Partial charges, Löwdin, in e: N 0.2498; C -0.2968; N 0.1908; C 0.0657; N 0.1829; H 0.1586; H 0.1704; H 0.1420; H 0.1367


Going through the records in order, we get energy values of -661.24403, -661.56352, -661.51574, -661.32371, -1059.52680, -586.13410, -586.18260, -586.14523, -586.25044, -984.36245, -984.37710, -984.46804, -984.44871, -984.47220, -984.35460, -1382.52951, -1382.47057, -1780.77570, -1780.76080, -242.46571 a.u..
Going through the records in order, we get max |F| values of 8.11, 3.23, 3.39, 8.70, 5.92, 2.89, 2.63, 5.94, 4.76, 5.44, 7.15, 1.42, 1.98, 3.37, 4.29, 4.18, 2.64, 3.90, 2.43, 3.45 eV/Å.